No. 1
{
  "formula": "C34H28F3Si",
  "method": "the ωB97M-V functional and the def2-TZVPD basis",
  "total_charge": 1,
  "spin_multiplicity": 1,
  "de_lowest_ev": 0.000,
  "symbols": ["C", "C", "C", "C", "Si", "C", "C", "C", "C", "C", "C", "C", "C", "C", "C", "C", "C", "C", "C", "C", "C", "C", "H", "H", "H", "H", "H", "H", "H", "H", "H", "H", "H", "H", "H", "H", "H", "H", "H", "H", "H", "H", "F", "C", "C", "C", "F", "C", "C", "C", "C", "C", "C", "C", "C", "F", "C", "C", "H", "H", "H", "H", "H", "H", "H", "H"],
  "xyz": [[-1.063, -1.911, 4.389], [-1.017, -0.516, 4.444], [-0.147, 0.194, 3.600], [0.683, -0.503, 2.709], [1.960, 0.352, 1.626], [2.131, 2.135, 2.174], [3.293, 2.586, 2.826], [3.400, 3.916, 3.261], [2.359, 4.825, 3.028], [1.225, 4.398, 2.323], [1.111, 3.064, 1.897], [3.620, -0.487, 1.913], [3.916, -1.128, 3.128], [5.224, -1.573, 3.392], [6.226, -1.439, 2.420], [5.903, -0.900, 1.166], [4.604, -0.439, 0.910], [1.475, 0.171, -0.162], [0.223, -0.646, -0.396], [-0.939, -0.151, -0.895], [0.529, -1.892, 2.570], [-0.340, -2.599, 3.412], [-1.672, -2.464, 5.104], [-1.642, 0.026, 5.157], [-0.099, 1.289, 3.644], [4.130, 1.900, 2.988], [4.300, 4.243, 3.788], [2.440, 5.861, 3.375], [0.419, 5.106, 2.109], [0.228, 2.749, 1.330], [3.132, -1.280, 3.876], [5.460, -2.031, 4.358], [7.254, -1.757, 2.632], [6.661, -0.839, 0.381], [4.364, -0.036, -0.078], [1.393, 1.211, -0.526], [2.361, -0.302, -0.632], [0.290, -1.721, -0.146], [-1.791, -0.821, -1.033], [-1.099, 0.939, -0.931], [1.097, -2.426, 1.797], [-0.424, -3.681, 3.299], [-7.433, 0.194, -4.125], [-6.394, 0.275, -3.223], [-6.716, 0.385, -1.873], [-5.637, 0.475, -0.997], [-5.903, 0.705, 0.335], [-4.318, 0.369, -1.399], [-3.992, 0.181, -2.773], [-2.605, -0.014, -3.102], [-2.108, -0.834, -4.160], [-0.702, -1.055, -4.170], [-0.085, -1.710, -5.217], [-0.811, -2.138, -6.337], [-2.193, -1.971, -6.301], [-2.905, -2.263, -7.443], [-2.870, -1.453, -5.203], [-5.086, 0.208, -3.692], [-7.738, 0.431, -1.514], [-3.498, 0.401, -0.682], [-1.904, 0.758, -2.738], [-0.134, -0.677, -3.316], [0.986, -1.892, -5.176], [-0.315, -2.559, -7.205], [-3.952, -1.437, -5.158], [-4.865, 0.197, -4.761]]
}

***

No. 2
{
  "formula": "C6H9N",
  "method": "the ωB97M-V functional and the def2-TZVPD basis",
  "total_charge": 0,
  "spin_multiplicity": 1,
  "de_lowest_ev": 3.392,
  "symbols": ["C", "C", "C", "C", "C", "N", "C", "H", "H", "H", "H", "H", "H", "H", "H", "H"],
  "xyz": [[-1.108, -0.449, 1.413], [-0.238, -0.007, 0.276], [-0.804, 0.751, -0.878], [-0.241, -0.661, -1.097], [1.068, -0.443, -1.768], [1.790, 0.223, -0.838], [1.246, 0.131, 0.522], [-0.672, -1.327, 1.902], [-2.110, -0.706, 1.059], [-1.203, 0.349, 2.157], [-1.888, 0.824, -0.935], [-0.283, 1.595, -1.332], [-0.931, -1.439, -1.397], [1.601, -0.843, 0.883], [2.150, 1.102, -1.165], [1.623, 0.899, 1.201]]
}

***

No. 3
{
  "formula": "C18H17BrF6N4O4S2Sn",
  "method": "the ωB97M-V functional and the def2-TZVPD basis",
  "total_charge": 0,
  "spin_multiplicity": 1,
  "symbols": ["Sn", "F", "C", "F", "F", "S", "O", "O", "N", "S", "O", "O", "C", "F", "F", "F", "C", "C", "C", "N", "C", "C", "H", "H", "H", "H", "H", "C", "C", "C", "C", "C", "C", "N", "H", "H", "H", "H", "H", "H", "H", "H", "Br", "C", "C", "C", "N", "C", "C", "H", "H", "H", "H"],
  "xyz": [[-0.153, 0.021, 0.374], [0.087, -4.406, 3.173], [1.025, -3.466, 3.054], [2.122, -3.894, 3.678], [0.604, -2.377, 3.679], [1.409, -3.164, 1.229], [1.445, -1.723, 1.082], [2.636, -3.824, 0.975], [0.212, -3.813, 0.456], [-1.088, -2.954, 0.439], [-1.297, -2.258, -0.797], [-1.253, -2.149, 1.618], [-2.471, -4.215, 0.520], [-2.751, -4.520, 1.782], [-3.575, -3.699, -0.024], [-2.189, -5.341, -0.127], [-3.957, 2.868, -2.267], [-3.323, 3.487, -1.200], [-2.340, 2.790, -0.516], [-1.982, 1.553, -0.836], [-2.593, 0.960, -1.856], [-3.577, 1.579, -2.612], [-4.740, 3.370, -2.817], [-3.585, 4.493, -0.909], [-1.799, 3.226, 0.311], [-2.281, -0.061, -2.056], [-4.034, 1.064, -3.444], [1.164, 3.336, -0.615], [0.964, 3.114, 0.844], [1.094, 4.000, 1.878], [0.801, 3.294, 3.067], [0.504, 2.013, 2.695], [0.130, 0.816, 3.510], [0.596, 1.883, 1.326], [1.102, 4.396, -0.841], [0.400, 2.801, -1.182], [2.140, 2.968, -0.934], [1.358, 5.037, 1.808], [0.804, 3.688, 4.066], [-0.144, 1.111, 4.521], [0.968, 0.111, 3.555], [-0.724, 0.293, 3.040], [4.330, 0.441, -5.322], [3.111, 0.356, -3.877], [3.569, 0.168, -2.581], [2.633, 0.114, -1.560], [1.330, 0.228, -1.777], [0.899, 0.416, -3.018], [1.749, 0.493, -4.107], [4.623, 0.076, -2.377], [2.929, -0.020, -0.526], [-0.172, 0.523, -3.142], [1.367, 0.661, -5.102]]
}

***

No. 4
{
  "formula": "C49H44N2O2OsP2",
  "method": "the ωB97M-V functional and the def2-TZVPD basis",
  "total_charge": 2,
  "spin_multiplicity": 1,
  "symbols": ["Os", "C", "C", "C", "C", "C", "C", "C", "C", "P", "C", "C", "C", "C", "C", "C", "C", "C", "C", "C", "C", "C", "C", "O", "C", "C", "C", "C", "C", "C", "P", "C", "C", "C", "C", "C", "C", "C", "C", "C", "C", "C", "C", "H", "H", "H", "H", "H", "H", "H", "H", "H", "H", "H", "H", "H", "H", "H", "H", "H", "H", "H", "H", "H", "H", "H", "H", "H", "H", "H", "H", "H", "H", "H", "H", "N", "C", "N", "C", "C", "C", "C", "C", "C", "H", "H", "H", "H", "H", "H", "C", "O", "C", "C", "H", "H", "H", "H", "H", "H"],
  "xyz": [[-0.815, -0.082, 0.596], [-6.329, 2.178, 1.623], [-5.000, 2.322, 2.392], [-5.210, 3.205, 3.634], [-3.986, 2.962, 1.468], [-4.210, 4.249, 0.985], [-3.366, 4.853, 0.070], [-2.285, 4.146, -0.419], [-2.029, 2.854, 0.029], [-0.608, 1.924, -0.626], [-0.660, 2.210, -2.413], [0.521, 2.227, -3.155], [0.474, 2.341, -4.535], [-0.749, 2.421, -5.186], [-1.929, 2.393, -4.454], [-1.888, 2.293, -3.072], [0.816, 2.802, 0.056], [1.205, 2.361, 1.321], [2.232, 2.983, 2.008], [2.883, 4.062, 1.423], [2.497, 4.513, 0.169], [1.463, 3.890, -0.517], [-2.858, 2.304, 1.002], [-2.490, 1.033, 1.503], [-3.337, 0.384, 2.427], [-2.901, -0.851, 2.911], [-3.728, -1.573, 3.762], [-4.959, -1.058, 4.137], [-5.333, 0.193, 3.688], [-4.533, 0.951, 2.831], [-1.218, -1.381, 2.508], [-0.225, -0.881, 3.948], [-0.712, -1.052, 5.244], [0.069, -0.708, 6.335], [1.345, -0.192, 6.148], [1.838, -0.014, 4.864], [1.053, -0.352, 3.770], [-1.232, -3.185, 2.538], [-2.222, -3.873, 1.833], [-2.193, -5.255, 1.769], [-1.173, -5.959, 2.399], [-0.189, -5.280, 3.101], [-0.218, -3.894, 3.176], [-6.691, 3.153, 1.300], [-7.093, 1.728, 2.256], [-6.202, 1.549, 0.740], [-5.591, 4.186, 3.356], [-4.277, 3.340, 4.182], [-5.941, 2.760, 4.308], [-5.077, 4.795, 1.334], [-3.565, 5.859, -0.272], [-1.638, 4.588, -1.167], [1.480, 2.150, -2.657], [1.394, 2.368, -5.104], [-0.783, 2.513, -6.263], [-2.882, 2.463, -4.961], [-2.812, 2.295, -2.508], [0.669, 1.543, 1.812], [2.516, 2.640, 2.994], [3.686, 4.558, 1.950], [2.999, 5.360, -0.278], [1.170, 4.257, -1.492], [-3.407, -2.542, 4.121], [-5.613, -1.622, 4.788], [-6.283, 0.599, 4.009], [-1.703, -1.452, 5.409], [-0.318, -0.844, 7.336], [1.952, 0.074, 7.003], [2.832, 0.386, 4.713], [1.451, -0.196, 2.775], [-3.025, -3.326, 1.352], [-2.969, -5.789, 1.236], [-1.154, -7.039, 2.353], [0.594, -5.830, 3.607], [0.536, -3.369, 3.751], [2.577, -2.456, -0.283], [1.691, -1.837, 0.511], [0.770, -1.191, -0.174], [1.067, -1.424, -1.522], [0.398, -1.048, -2.685], [0.928, -1.469, -3.887], [2.094, -2.252, -3.946], [2.755, -2.643, -2.802], [2.210, -2.217, -1.596], [3.358, -3.005, 0.034], [1.730, -1.910, 1.584], [-0.500, -0.447, -2.652], [0.434, -1.192, -4.808], [2.474, -2.562, -4.910], [3.645, -3.257, -2.843], [-2.458, -3.012, -1.866], [-1.667, -2.236, -0.942], [-2.030, -1.047, -0.516], [-3.385, -0.558, -0.936], [-3.417, -3.275, -1.424], [-1.876, -3.908, -2.051], [-2.604, -2.467, -2.797], [-4.163, -1.260, -0.624], [-3.429, -0.488, -2.027], [-3.604, 0.423, -0.522]]
}

***

No. 5
{
  "formula": "C3H5FN",
  "method": "the ωB97M-V functional and the def2-TZVPD basis",
  "total_charge": 1,
  "spin_multiplicity": 1,
  "smiles": "[NH3+]CC#CF",
  "de_lowest_ev": 2.012,
  "symbols": ["C", "C", "C", "N", "F", "H", "H", "H", "H", "H"],
  "xyz": [[0.100, -1.136, -0.271], [1.268, -2.015, -0.140], [-0.361, 0.177, -0.611], [-0.218, 1.148, 0.589], [1.677, -3.159, 0.154], [-1.454, 0.114, -0.889], [-0.045, 0.659, -1.488], [-0.515, 2.131, 0.165], [0.599, 1.079, 1.199], [-1.052, 1.002, 1.292]]
}

***

no.,LUMO (eV),E_tot (eV),F_max (eV/Å)
1,-6.4,-51733.67586,2.5
2,0.9,-7854.76717,1.1
3,-0.2,-146940.54820,1.6
4,-5.0,-79636.96311,0.3
5,-4.5,-7387.07040,10.9